Here is a molecular structure, C7H14O4Yb at a distorted geometry from the Open Molecules 2025 dataset. Energies are from ωB97M-V/def2-TZVPD.

Its frontier orbital gap (spin up / spin down) is 7.4 / 4.1 eV. Its molar mass is 335.2 g mol⁻¹. The spin multiplicity is 3. As for the charge: +2. The calculation puts the HOMO energy (spin up / spin down) at -15.162 / -15.123 eV.

Geometry (Å):
O: -3.956 4.992 1.243
C: -3.180 4.170 1.877
C: -3.684 2.764 2.124
O: -4.133 2.202 0.930
C: -3.954 0.814 0.805
H: -2.834 4.615 2.836
H: -4.483 2.749 2.889
H: -2.843 2.218 2.598
H: -3.842 0.614 -0.269
H: -2.940 0.506 1.121
H: -4.624 0.288 1.506
H: -1.980 3.990 0.974
O: 3.258 5.045 -2.106
C: 2.462 4.439 -3.077
C: 0.986 4.467 -2.688
O: 0.960 4.001 -1.317
C: -0.249 3.775 -0.663
C: -0.246 2.618 0.088
Yb: 2.779 4.848 -0.236
H: 2.748 3.378 -3.214
H: 2.537 4.939 -4.061
H: 0.383 3.771 -3.283
H: 0.555 5.477 -2.751
H: -0.914 4.601 -0.940
H: -1.203 2.134 -0.096
H: -0.014 1.759 0.717

Löwdin population analysis, charges in e, atoms 1 to 5: O 0.2605; C -0.1918; C -0.2012; O -0.1556; C -0.0691



Here is a single C3H4N2O3 molecule at a distorted geometry from the Open Molecules 2025 dataset. Energies are from ωB97M-V/def2-TZVPD.

Its frontier orbital gap is 10.7 eV. Its molar mass is 116.1 g mol⁻¹. As for the SMILES: C[N@+]12C(=O)N1[C@@]2([O-])O. The energy above the lowest of the compared OMol25 structures with the same formula, charge and spin comes out at 380.8 kJ/mol. As for the charge: 0. The calculation puts the HOMO energy at -10.681 eV.

Geometry (Å):
C: 0.661 -1.477 -0.161
N: 0.373 -0.074 -0.403
C: -1.144 0.602 0.205
O: -1.487 1.773 -0.399
N: 0.225 0.857 0.973
C: 1.241 0.953 0.109
O: -1.940 -0.237 0.546
O: 2.353 1.331 -0.050
H: -2.455 1.756 -0.460
H: 1.496 -1.607 0.529
H: -0.235 -1.954 0.238
H: 0.913 -1.923 -1.126

natural (NBO) population analysis, charges in e, atoms 1 to 5: C -0.4492; N -0.2359; C 0.8766; O -0.6879; N -0.3245



Here is a molecular structure, C23H27HgN5OSSi from the Open Molecules 2025 dataset. Energies are from ωB97M-V/def2-TZVPD.

Its frontier orbital gap (spin up / spin down) is 5.0 / 7.4 eV. Its molar mass is 650.2 g mol⁻¹. The spin multiplicity is 2. The energy above the lowest of the compared OMol25 structures with the same formula, charge and spin comes out at 0.0 kJ/mol. As for the charge: -1. The calculation puts the HOMO energy (spin up / spin down) at -2.071 / -4.405 eV.

Geometry (Å):
Hg: 1.298 0.820 0.183
C: 3.319 -3.059 1.631
C: 2.339 -2.031 1.136
N: 2.729 -0.800 0.799
N: 4.067 -0.512 0.838
C: 4.448 0.545 0.215
N: 5.824 0.801 0.219
S: 3.503 1.715 -0.689
C: 0.968 -2.369 1.009
C: 0.452 -3.636 1.417
C: -0.885 -3.895 1.318
C: -1.756 -2.908 0.810
C: -1.184 -1.714 0.409
N: 0.109 -1.437 0.480
H: 4.320 -2.639 1.641
H: 3.315 -3.946 0.992
H: 3.067 -3.387 2.644
H: 6.292 0.321 0.974
H: 6.039 1.785 0.169
H: 1.122 -4.386 1.817
H: -1.275 -4.856 1.635
H: -2.820 -3.074 0.718
H: -1.803 -0.920 -0.001
C: -0.138 0.870 3.113
Si: -1.264 1.855 1.986
C: -2.996 1.125 2.095
C: -1.310 3.597 2.723
N: -0.629 1.792 0.383
C: -1.262 2.306 -0.718
C: -2.337 3.222 -0.622
C: -2.982 3.749 -1.723
C: -2.578 3.419 -3.010
C: -1.517 2.539 -3.151
C: -0.897 1.987 -2.046
O: 0.190 1.146 -2.263
C: -0.017 -0.159 -2.639
C: 1.136 -0.938 -2.706
C: 1.031 -2.278 -3.015
C: -0.211 -2.851 -3.272
C: -1.343 -2.060 -3.220
C: -1.261 -0.706 -2.908
H: -0.525 0.891 4.134
H: 0.871 1.291 3.135
H: -0.060 -0.171 2.795
H: -3.395 1.217 3.108
H: -2.957 0.063 1.844
H: -3.695 1.606 1.410
H: -1.529 3.542 3.792
H: -2.053 4.254 2.268
H: -0.334 4.073 2.604
H: -2.656 3.529 0.364
H: -3.801 4.443 -1.574
H: -3.065 3.843 -3.878
H: -1.153 2.255 -4.131
H: 2.088 -0.477 -2.471
H: 1.926 -2.887 -3.035
H: -0.291 -3.907 -3.495
H: -2.318 -2.495 -3.405
H: -2.156 -0.105 -2.838

natural (NBO) population analysis, charges in e, atoms 1 to 5: Hg 1.4311; C -0.6693; C 0.1500; N -0.4894; N -0.4200